Entry 1:
{"formula": "C5H15N2", "method": "ωB97M-V/def2-TZVPD", "symbols": ["N", "N", "C", "C", "C", "C", "C", "H", "H", "H", "H", "H", "H", "H", "H", "H", "H", "H", "H", "H", "H", "H"], "xyz": [[0.454, -1.577, -0.092], [-1.475, 0.411, 0.502], [0.445, 1.209, -0.626], [0.037, 2.653, -0.838], [1.083, -2.902, 0.047], [0.523, -0.735, 1.041], [-0.221, 0.673, 0.781], [-0.522, -1.702, -0.337], [-1.019, 2.754, -0.970], [1.949, -2.810, 0.710], [0.015, 1.393, 1.558], [-4.919, 0.454, -3.625], [-2.124, 1.019, 1.025], [0.321, 3.245, 0.037], [1.447, -3.199, -0.932], [0.379, -3.619, 0.461], [1.561, -0.590, 1.341], [0.051, 0.552, -1.388], [0.006, -1.190, 1.891], [1.520, 1.147, -0.511], [0.546, 3.104, -1.694], [-4.521, 0.325, -3.012]], "forces_ev_per_angstrom": [[-0.690, -0.129, 0.091], [-0.571, 0.274, -0.296], [-0.075, 0.817, -1.157], [0.405, 0.020, 0.702], [0.674, 0.646, -0.112], [0.641, -1.290, -0.247], [0.391, 0.048, 1.082], [-0.053, -0.028, -0.191], [-0.683, 0.083, -0.219], [-0.127, -0.141, -0.076], [-0.077, 0.157, 0.218], [0.015, 0.002, 0.015], [-0.033, -0.132, -0.080], [0.000, 0.102, -0.096], [-0.109, -0.305, 0.019], [0.064, -0.144, 0.002], [0.040, 0.430, -0.174], [0.252, -0.220, 0.008], [-0.270, 0.650, 0.221], [0.126, -0.527, 0.299], [0.091, -0.310, 0.004], [-0.012, -0.002, -0.012]], "gap_ev": 5.77, "de_lowest_kcal_mol": 140.2, "total_charge": 1, "e_lumo_ev": -7.84}

Entry 2:
{"formula": "C5H15N2", "method": "ωB97M-V/def2-TZVPD", "symbols": ["N", "N", "C", "C", "C", "C", "C", "H", "H", "H", "H", "H", "H", "H", "H", "H", "H", "H", "H", "H", "H", "H"], "xyz": [[-0.418, 0.158, -0.178], [-2.960, 0.710, -0.364], [3.061, 0.013, 0.628], [-0.599, -0.799, -1.286], [2.976, 1.149, -0.349], [-2.722, -0.360, 0.526], [-1.146, -0.429, 0.950], [-1.665, -1.013, -1.477], [3.190, 2.020, 0.272], [-3.348, -0.244, 1.447], [-0.034, -1.679, -1.055], [-0.178, -0.419, -2.236], [-1.018, 0.087, 1.862], [-2.482, 1.592, -0.036], [-0.948, -1.488, 1.287], [2.650, 0.216, 1.608], [1.962, 1.136, -0.658], [2.496, -0.895, 0.389], [-2.830, -1.395, 0.136], [3.673, 1.063, -1.232], [-3.774, 0.879, -0.967], [4.112, -0.301, 0.732]], "forces_ev_per_angstrom": [[-2.829, -3.196, 0.009], [2.136, 2.931, -0.779], [0.961, -1.743, 0.369], [0.928, 2.191, -1.176], [0.839, -0.190, 0.102], [-0.454, -1.261, 1.442], [-0.036, 0.054, -0.087], [0.493, -0.293, 0.508], [-0.003, 0.437, -0.744], [0.644, -0.629, -0.419], [0.261, -0.983, 0.547], [-0.129, 0.180, 0.692], [0.414, 1.417, 0.623], [-1.333, -1.285, -0.772], [0.068, 0.586, -1.343], [0.203, 0.671, 0.366], [-0.965, 0.812, -0.816], [0.169, -0.069, -0.707], [-0.422, 0.851, -0.239], [-0.811, 0.116, 1.069], [0.307, -0.560, 1.007], [-0.440, -0.035, 0.346]], "gap_ev": 5.58, "de_lowest_kcal_mol": 150.1, "total_charge": 1, "e_lumo_ev": -8.63}

Entry 3:
{"formula": "C5H15N2", "method": "ωB97M-V/def2-TZVPD", "symbols": ["N", "N", "C", "C", "C", "C", "C", "H", "H", "H", "H", "H", "H", "H", "H", "H", "H", "H", "H", "H", "H", "H"], "xyz": [[4.676, 1.346, 0.502], [0.989, 1.651, 0.167], [-1.334, -0.294, -0.992], [-1.101, 0.293, 0.340], [0.286, 0.545, 0.787], [-2.837, -2.117, 0.045], [-1.674, -1.832, -0.886], [-0.741, -2.193, -0.444], [5.105, 1.683, 1.347], [3.590, 1.463, 0.487], [-1.839, -2.294, -1.903], [0.332, 0.686, 1.903], [-1.824, 1.070, 0.757], [-3.768, -1.672, -0.478], [0.969, -0.425, 0.518], [0.937, 1.603, -0.803], [-2.984, -3.175, 0.365], [5.161, 1.651, -0.286], [-0.573, -0.167, -1.789], [-2.135, 0.189, -1.608], [0.569, 2.565, 0.495], [-2.498, -1.522, 0.997]], "forces_ev_per_angstrom": [[-3.646, 1.452, 1.423], [-1.224, 1.919, 2.307], [-1.708, 0.535, -1.294], [-0.117, 3.550, -3.090], [2.866, -4.178, 1.997], [-0.394, 1.781, 0.689], [0.829, -1.324, -0.654], [-0.126, -0.665, -0.340], [0.542, -0.475, 1.116], [1.770, -0.868, -0.103], [0.492, 0.774, 0.989], [-0.113, -0.202, -1.074], [0.150, -1.821, -0.067], [1.181, -0.735, 1.553], [-1.830, 1.976, 0.784], [-0.132, 0.096, -2.206], [0.165, 0.811, -0.658], [1.301, -0.014, -2.418], [0.986, -0.446, 1.292], [-0.376, -0.137, 1.493], [0.748, -1.172, -0.708], [-1.365, -0.855, -1.029]], "multiplicity": 2, "gap_ev": [7.89, 5.38], "de_lowest_kcal_mol": 116.2, "total_charge": 2, "s2": 0.753, "e_lumo_ev": [-10.33, -12.83]}

Entry 4:
{"formula": "C5H15N2O", "method": "ωB97M-V/def2-TZVPD", "symbols": ["O", "N", "N", "C", "C", "C", "C", "C", "H", "H", "H", "H", "H", "H", "H", "H", "H", "H", "H", "H", "H", "H", "H"], "xyz": [[-2.540, -0.556, -0.430], [1.093, -0.448, 0.653], [-1.007, 1.028, 1.632], [-0.113, 1.281, -0.587], [1.301, -1.840, 0.525], [-0.340, 1.987, 0.750], [0.910, 0.179, -0.538], [1.761, -0.058, -1.612], [2.606, -0.679, -1.336], [-1.675, 0.447, 1.248], [1.429, -2.277, -0.458], [0.606, 2.271, 1.204], [-0.459, -1.799, -1.119], [0.251, -0.294, 1.219], [-1.217, 1.417, 2.536], [-3.236, -1.139, -0.759], [-1.779, -1.012, -0.752], [2.239, -2.167, 1.019], [-1.125, 1.004, -0.890], [1.532, 0.328, -2.587], [0.138, 1.987, -1.378], [-1.002, 2.833, 0.563], [0.628, -2.493, 1.099]], "forces_ev_per_angstrom": [[-1.323, 0.158, 0.286], [-1.202, -0.694, -1.794], [2.513, 0.980, 1.263], [-0.296, 1.191, -0.276], [2.147, -2.195, 1.430], [-0.649, -0.787, -0.124], [-0.932, 0.795, 0.539], [-1.080, -1.462, 0.810], [0.293, 0.096, -0.839], [-2.161, -0.729, -0.928], [-0.351, 0.436, -0.407], [-0.035, 0.363, 0.049], [1.365, 0.468, -0.558], [0.269, 1.048, 0.995], [-0.301, -0.226, 0.037], [-0.394, 0.243, 0.209], [1.368, -0.535, -0.492], [-0.017, 0.232, -0.063], [0.296, -0.769, -0.065], [0.347, 0.193, -0.209], [0.412, 0.177, 0.173], [0.398, 0.358, -0.027], [-0.667, 0.660, -0.009]], "gap_ev": 5.01, "de_lowest_kcal_mol": 173.7, "total_charge": 1, "e_lumo_ev": -8.07}

Entry 5:
{"formula": "C5H15N2O", "method": "ωB97M-V/def2-TZVPD", "symbols": ["O", "N", "N", "C", "C", "C", "C", "C", "H", "H", "H", "H", "H", "H", "H", "H", "H", "H", "H", "H", "H", "H", "H"], "xyz": [[1.384, -1.972, -0.553], [-1.420, -0.063, -0.500], [0.776, 0.223, 0.837], [2.330, -0.921, -0.662], [2.188, 0.112, 0.482], [-2.788, -0.640, -0.646], [-1.373, 1.156, 0.362], [0.078, 1.477, 0.650], [2.712, 1.046, 0.290], [-3.377, -0.400, 0.232], [0.505, 2.003, -0.211], [-2.693, -1.691, -0.878], [-1.066, 0.211, -1.416], [-1.911, 0.931, 1.276], [-0.732, -0.729, -0.143], [1.695, -2.554, 0.154], [2.695, -0.293, 1.368], [0.541, -0.149, 1.737], [2.196, -0.427, -1.623], [0.185, 2.212, 1.452], [-3.321, -0.190, -1.485], [-1.938, 1.974, -0.086], [3.334, -1.315, -0.638]], "forces_ev_per_angstrom": [[0.096, -0.042, 0.177], [-0.996, 0.795, -0.595], [-0.217, 0.931, -0.025], [0.118, 0.750, 0.199], [-0.078, -1.337, 0.794], [-0.291, 0.261, -0.610], [-0.307, 0.184, 0.555], [0.648, 0.482, -0.789], [-0.327, 0.209, -0.288], [0.155, -0.449, 0.229], [0.036, -0.246, -0.106], [-0.105, -0.261, 0.348], [0.082, -0.185, -0.113], [-0.020, -0.350, 0.208], [0.530, -0.156, 0.304], [-0.187, -0.041, -0.242], [0.043, -0.015, -0.161], [0.376, -0.186, 0.442], [-0.224, -0.151, -0.128], [-0.265, -0.160, 0.275], [0.314, 0.187, 0.009], [0.181, -0.088, -0.328], [0.439, -0.131, -0.156]], "gap_ev": 10.28, "de_lowest_kcal_mol": 33.2, "total_charge": 1, "smiles": "C[NH2+]CCNCCO", "e_lumo_ev": -2.86}

Entry 6:
{"formula": "C5H15N2O", "method": "ωB97M-V/def2-TZVPD", "symbols": ["O", "N", "N", "C", "C", "C", "C", "C", "H", "H", "H", "H", "H", "H", "H", "H", "H", "H", "H", "H", "H", "H", "H"], "xyz": [[0.473, 1.966, -0.997], [1.611, -0.117, -0.830], [-0.444, -1.582, 1.429], [0.141, -0.160, -0.573], [-0.510, 0.990, -1.311], [0.828, -2.179, 1.957], [-0.235, -0.285, 1.031], [-1.856, 1.724, -1.000], [2.075, -0.936, -0.541], [0.577, -3.162, 2.419], [-1.267, 0.253, 1.046], [1.385, -2.416, 1.040], [-0.096, -1.152, -0.916], [1.660, 0.061, -1.876], [-2.053, 1.628, 0.045], [-0.489, 0.862, -2.487], [0.093, 2.855, -1.386], [-1.870, 2.808, -1.444], [-1.260, -1.751, 2.034], [2.094, 0.684, -0.298], [0.488, 0.247, 1.639], [-2.591, 1.276, -1.782], [1.247, -1.614, 2.801]], "forces_ev_per_angstrom": [[-0.312, 3.989, -1.375], [0.278, 3.329, -0.715], [0.576, -2.627, 1.533], [-1.439, -1.800, 2.625], [0.404, 2.306, -2.357], [-2.369, -1.429, 0.054], [-2.302, 3.094, -2.564], [-0.582, -1.110, -3.674], [0.533, -1.613, 0.091], [0.195, 0.535, -0.547], [1.968, -0.664, 0.333], [0.782, 0.287, 0.763], [-0.729, -0.257, -0.457], [0.783, -0.262, 1.494], [-0.878, 0.429, 0.343], [0.039, -0.404, 2.026], [1.523, -2.443, 1.341], [0.622, -1.793, 1.332], [0.807, 0.372, -0.462], [-1.080, -1.059, -1.294], [0.212, 0.541, 0.098], [0.440, 0.286, 2.167], [0.529, 0.296, -0.754]], "gap_ev": 9.54, "de_lowest_kcal_mol": 74.8, "total_charge": 1, "smiles": "CNC[C@H]([NH3+])[C@@H](C)O", "e_lumo_ev": -3.23}

Entry 7:
{"formula": "C5H15N2O", "method": "ωB97M-V/def2-TZVPD", "symbols": ["O", "N", "N", "C", "C", "C", "C", "C", "H", "H", "H", "H", "H", "H", "H", "H", "H", "H", "H", "H", "H", "H", "H"], "xyz": [[1.442, -1.397, -0.346], [1.554, 1.442, -0.654], [-0.147, -1.518, 1.562], [-0.931, -0.448, 1.654], [-1.211, 0.278, 0.457], [0.811, 1.871, 0.464], [-0.733, 1.656, 0.203], [-1.486, -0.480, -0.728], [-0.650, -2.878, -2.583], [1.660, 0.426, -0.782], [-1.330, 2.302, 0.881], [-0.925, 1.915, -0.824], [1.069, 1.421, 1.427], [-1.655, -0.027, -1.737], [-1.234, -0.144, 2.674], [-0.416, -0.822, -0.756], [0.885, 2.975, 0.535], [2.333, -1.683, -0.122], [-0.486, -2.259, -2.951], [0.466, -1.691, 2.367], [0.580, -1.370, 0.746], [2.482, 1.838, -0.752], [-2.079, -1.409, -0.735]], "forces_ev_per_angstrom": [[-1.095, 0.554, 0.959], [0.410, -0.648, -0.863], [-1.247, 3.873, 1.236], [1.307, -2.705, 2.911], [0.591, 0.638, -3.336], [-0.025, 0.915, 0.211], [-0.723, -0.418, 1.213], [-1.466, -0.708, -1.348], [-0.032, -0.102, 0.063], [-0.291, 0.121, 0.484], [0.435, -0.021, -0.102], [-0.218, 0.131, -0.259], [0.027, 0.029, 0.201], [0.237, 0.398, 1.296], [-0.044, 0.296, -0.765], [0.866, -0.385, -0.252], [0.167, -0.634, 0.241], [-0.107, -0.052, 0.054], [0.037, 0.094, -0.086], [-1.111, -0.667, 0.579], [2.214, -1.398, -3.263], [-0.328, 0.456, 0.095], [0.396, 0.233, 0.731]], "gap_ev": 5.62, "de_lowest_kcal_mol": 159.6, "total_charge": 1, "e_lumo_ev": -7.18}

Entry 8:
{"formula": "C5H15N2O", "method": "ωB97M-V/def2-TZVPD", "symbols": ["O", "N", "N", "C", "C", "C", "C", "C", "H", "H", "H", "H", "H", "H", "H", "H", "H", "H", "H", "H", "H", "H", "H"], "xyz": [[-3.753, 0.636, 0.677], [0.081, 0.892, -0.733], [4.316, -0.487, -0.437], [-1.051, 0.593, 0.166], [1.791, 0.208, 0.971], [-3.298, -0.581, 0.144], [-2.044, -0.254, -0.662], [1.361, 0.031, -0.364], [5.256, -0.223, -0.166], [-1.693, -1.213, -1.048], [-4.624, 0.796, 1.036], [-4.067, -0.965, -0.539], [-0.905, 0.016, 1.076], [0.504, 1.815, -0.608], [-3.098, -1.310, 0.951], [-1.554, 1.520, 0.406], [1.735, -0.641, 1.653], [3.574, -0.312, 0.212], [2.148, 1.181, 1.296], [-2.297, 0.271, -1.589], [4.452, -1.451, -0.712], [1.083, -0.983, -0.643], [2.081, 0.459, -1.087]], "forces_ev_per_angstrom": [[1.116, 1.524, 0.258], [2.704, -0.546, 2.204], [1.081, -0.133, -1.351], [-1.638, -0.660, -1.278], [-0.531, -0.056, -0.340], [-1.016, 0.176, -0.162], [-0.515, 0.021, -0.213], [-1.093, -0.275, -2.149], [-0.349, 0.608, 0.595], [0.705, -0.078, 0.379], [-0.411, -1.019, -0.132], [0.285, -0.386, 0.159], [0.721, 0.303, 0.202], [-1.063, 0.497, -0.123], [0.006, 0.112, -0.314], [-0.026, 0.131, 0.231], [0.003, 0.398, 0.304], [0.451, -0.271, 0.520], [-0.019, -0.015, 0.246], [-0.177, 0.287, 0.327], [-0.790, -0.259, 0.195], [0.382, -0.074, 0.180], [0.173, -0.283, 0.263]], "gap_ev": 5.54, "de_lowest_kcal_mol": 136.2, "total_charge": 1, "e_lumo_ev": -7.75}

Entry 9:
{"formula": "C5H15N2O", "method": "ωB97M-V/def2-TZVPD", "symbols": ["O", "N", "N", "C", "C", "C", "C", "C", "H", "H", "H", "H", "H", "H", "H", "H", "H", "H", "H", "H", "H", "H", "H"], "xyz": [[-1.643, -1.233, -0.166], [0.801, -2.063, -0.092], [1.488, -0.741, 0.056], [-2.889, 0.754, 0.076], [-2.584, 2.229, 0.379], [1.417, -0.054, -1.118], [-1.665, -0.063, 0.197], [2.859, -0.731, 0.657], [3.179, 0.192, 0.414], [1.158, -2.609, 0.705], [-0.322, -1.778, -0.014], [-3.551, 0.342, 0.875], [-3.429, 2.883, 0.785], [0.745, -0.364, -1.860], [2.557, -0.887, 1.767], [-2.400, 2.796, -0.573], [1.024, -2.403, -0.991], [-0.722, 0.445, 0.602], [2.405, -0.125, -1.687], [-3.360, 0.840, -0.873], [3.515, -1.554, 0.220], [1.221, 1.003, -0.911], [-1.614, 2.327, 0.938]], "forces_ev_per_angstrom": [[0.618, 0.133, 0.439], [0.277, 2.529, 2.403], [-0.803, -2.126, 2.438], [-0.097, 1.711, 2.119], [0.411, 2.043, -0.383], [2.558, 2.610, -3.099], [0.416, 0.201, -0.816], [-3.155, -5.020, 1.823], [1.534, 3.019, -0.226], [-0.442, -0.349, -0.705], [0.908, -0.622, -0.296], [0.030, 0.119, -0.755], [1.155, -1.416, 0.125], [-1.558, -0.693, -0.591], [1.691, 0.359, -1.610], [0.111, -0.763, 0.546], [0.429, -1.312, -1.171], [-1.048, -0.720, -0.226], [-0.868, 0.338, 0.466], [-0.481, -1.324, -0.854], [-0.598, 1.048, 0.637], [0.106, 0.008, -0.275], [-1.196, 0.226, 0.011]], "gap_ev": 10.16, "de_lowest_kcal_mol": 90.6, "total_charge": 1, "e_lumo_ev": -3.39}

Entry 10:
{"formula": "C5H15N2O3", "method": "ωB97M-V/def2-TZVPD", "symbols": ["O", "O", "O", "N", "N", "C", "C", "C", "C", "C", "H", "H", "H", "H", "H", "H", "H", "H", "H", "H", "H", "H", "H", "H", "H"], "xyz": [[-0.037, -1.928, -2.080], [-1.394, -0.067, 3.149], [-1.524, 0.067, -2.351], [-1.113, -0.814, 0.196], [2.593, 0.196, 1.274], [-0.906, 0.632, -0.054], [0.564, 0.981, -0.141], [2.796, -0.706, 0.430], [-1.618, 1.022, -1.386], [1.401, 1.057, 1.138], [1.076, 0.328, -0.855], [-1.391, 0.860, 2.916], [0.711, 1.897, -0.728], [3.683, -1.343, 0.575], [-1.879, -1.119, -0.382], [2.242, -1.044, -0.437], [-2.691, 1.186, -1.105], [1.754, 2.062, 1.371], [-0.296, -1.254, -0.052], [-0.699, -1.141, -2.126], [0.435, -1.667, -2.876], [-1.365, 1.135, 0.808], [0.769, 0.798, 1.989], [-1.183, -0.631, 2.382], [-1.280, 2.029, -1.701]], "forces_ev_per_angstrom": [[0.522, -0.146, -0.498], [-0.026, -0.584, 0.983], [0.185, 0.273, -0.080], [-1.544, 2.068, 2.072], [-0.594, 0.519, -0.208], [-0.195, -0.343, -0.231], [1.266, 0.412, -0.873], [1.354, -1.326, 0.133], [-1.013, -0.347, 0.200], [-0.191, -0.336, 0.395], [-0.462, -0.482, 0.170], [0.082, -0.111, -0.552], [-0.474, 0.353, 0.507], [-0.102, 0.279, 0.161], [0.106, -0.290, -0.310], [-0.677, 0.437, -0.157], [0.040, 0.046, 0.039], [-0.015, 0.128, -0.220], [1.770, -1.660, -1.080], [-0.458, 0.361, 0.237], [0.336, -0.404, -0.098], [0.031, 0.538, -0.268], [0.006, -0.103, 0.137], [-0.220, 0.661, -0.514], [0.274, 0.059, 0.053]], "gap_ev": 7.42, "de_lowest_kcal_mol": 37.2, "total_charge": -1, "e_lumo_ev": 3.68}